[1]
Formula: C26H49Cl22F3O5S2
Source: the Open Molecules 2025 dataset
Level of theory: wB97M-V/def2-TZVPD

Each line ends with the Mulliken charge.
Cartesian coordinates (Å):
1 C -2.700 -2.917 -3.859  -0.44
2 C -2.459 -4.189 -4.153  -0.07
3 C -2.584 -5.327 -3.130  -0.30
4 O -3.316 -6.459 -3.654  -0.32
5 S -4.945 -6.218 -3.768  0.56
6 O -5.142 -5.565 -5.020  -0.39
7 O -5.332 -5.139 -2.474  -0.22
8 S -6.324 -3.911 -2.828  1.15
9 O -5.811 -2.965 -3.735  -0.54
10 O -6.607 -3.263 -1.600  -0.54
11 C -7.973 -4.518 -3.451  0.57
12 F -8.289 -3.773 -4.476  -0.21
13 F -7.998 -5.798 -3.764  -0.22
14 F -8.903 -4.314 -2.547  -0.19
15 H -3.322 -2.340 -4.549  0.28
16 H -2.339 -2.463 -2.937  0.07
17 H -2.190 -4.510 -5.164  0.32
18 H -2.930 -4.978 -2.153  0.15
19 H -1.555 -5.693 -2.959  0.32
20 Cl -3.444 -2.828 -0.509  -0.05
21 C -2.349 -2.317 0.806  0.59
22 C -1.482 -1.157 0.389  -0.94
23 Cl -0.295 -1.635 -0.852  -0.15
24 H -1.755 -3.173 1.099  -0.38
25 H -2.981 -2.037 1.655  -0.20
26 H -0.916 -0.784 1.243  0.56
27 H -2.077 -0.337 -0.009  0.52
28 Cl 0.437 0.530 -4.043  -0.12
29 C 1.055 2.120 -3.527  -0.41
30 C 1.858 2.033 -2.254  0.08
31 Cl 0.837 1.623 -0.850  -0.20
32 H 0.205 2.791 -3.418  0.36
33 H 1.683 2.492 -4.332  0.06
34 H 2.322 2.996 -2.042  -0.12
35 H 2.645 1.285 -2.328  0.33
36 Cl 2.865 4.787 -4.617  -0.15
37 C 3.463 6.369 -4.056  -0.49
38 C 4.244 6.240 -2.773  -0.20
39 Cl 3.203 5.784 -1.397  -0.13
40 H 2.609 7.034 -3.944  0.33
41 H 4.104 6.767 -4.842  0.33
42 H 4.703 7.196 -2.520  0.44
43 H 5.035 5.492 -2.848  -0.16
44 Cl 6.591 1.486 -1.687  -0.16
45 C 7.949 2.515 -1.164  -0.46
46 C 7.523 3.943 -0.937  -0.33
47 Cl 7.085 4.765 -2.460  -0.22
48 H 8.733 2.446 -1.915  0.32
49 H 8.327 2.093 -0.234  0.31
50 H 8.344 4.509 -0.498  0.33
51 H 6.669 4.003 -0.265  0.22
52 Cl 0.635 -5.944 0.372  -0.17
53 C 1.979 -4.916 0.931  -0.49
54 C 1.723 -4.322 2.295  -0.41
55 Cl 0.413 -3.118 2.259  -0.07
56 H 2.141 -4.142 0.184  0.27
57 H 2.866 -5.548 0.967  0.37
58 H 2.617 -3.810 2.647  0.36
59 H 1.457 -5.085 3.026  0.19
60 Cl -1.830 -5.340 2.817  -0.06
61 C -2.369 -5.829 4.442  -0.55
62 C -1.579 -5.143 5.528  -0.41
63 Cl 0.114 -5.702 5.585  -0.20
64 H -2.291 -6.912 4.512  0.35
65 H -3.421 -5.556 4.524  0.26
66 H -2.019 -5.366 6.499  0.37
67 H -1.573 -4.063 5.394  0.25
68 Cl 1.137 2.982 3.483  -0.23
69 C 1.093 4.035 2.042  0.09
70 C 2.192 5.066 2.071  0.15
71 Cl 1.938 6.284 3.352  -0.20
72 H 0.110 4.499 1.989  0.37
73 H 1.212 3.389 1.174  -0.20
74 H 2.220 5.605 1.125  -0.11
75 H 3.164 4.609 2.230  0.17
76 Cl -7.246 -3.762 4.205  -0.21
77 C -6.903 -2.593 2.902  -0.52
78 C -5.534 -2.791 2.306  -0.23
79 Cl -4.231 -2.362 3.453  -0.23
80 H -7.021 -1.591 3.310  0.34
81 H -7.661 -2.742 2.134  0.34
82 H -5.414 -2.149 1.434  0.23
83 H -5.378 -3.821 1.992  0.28
84 Cl -0.963 -1.288 -6.696  -0.08
85 C -0.629 -0.172 -8.041  -0.55
86 C 0.720 -0.420 -8.670  -0.42
87 Cl 2.063 0.012 -7.580  -0.16
88 H -0.711 0.845 -7.661  0.29
89 H -1.413 -0.325 -8.781  0.32
90 H 0.828 0.194 -9.563  0.30
91 H 0.840 -1.463 -8.955  0.31
92 Cl 5.589 4.962 3.175  -0.20
93 C 4.985 4.434 4.771  -0.04
94 C 5.733 5.085 5.906  -0.47
95 Cl 7.419 4.515 6.017  -0.20
96 H 5.056 3.349 4.815  0.32
97 H 3.931 4.711 4.818  -0.02
98 H 5.251 4.837 6.851  0.27
99 H 5.749 6.168 5.804  0.35
100 Cl -1.499 3.735 8.252  -0.20
101 C -1.155 4.901 6.948  -0.46
102 C 0.196 4.672 6.318  -0.11
103 Cl 1.535 5.062 7.432  -0.19
104 H -1.237 5.904 7.362  0.33
105 H -1.934 4.776 6.197  0.32
106 H 0.313 5.315 5.448  0.09
107 H 0.317 3.642 5.997  0.20

Values from the calculation:
**Net charge**: 0
**Maximum force**: 3.649 eV Å⁻¹
**HOMO level**: -8.4 eV
**Calculated total energy**: -343309.1372 eV


[2]
Formula: C3H7NO3
Source: the Open Molecules 2025 dataset
Level of theory: wB97M-V/def2-TZVPD

Each line ends with the Mulliken charge.
Cartesian coordinates (Å):
1 C 2.029 -0.581 1.333  -0.63
2 O 0.834 -0.825 0.615  -0.32
3 C 0.359 0.221 -0.095  0.65
4 O 0.893 1.320 -0.220  -0.66
5 N -0.827 -0.076 -0.648  0.18
6 C -1.749 -1.006 -0.057  -0.79
7 O -1.500 1.023 -1.217  -0.46
8 H 1.977 0.363 1.884  0.30
9 H 2.227 -1.390 2.010  0.24
10 H 2.884 -0.567 0.612  0.27
11 H -1.319 -1.968 0.220  0.31
12 H -2.597 -1.134 -0.813  0.27
13 H -2.137 -0.561 0.906  0.27
14 H -0.909 1.848 -0.801  0.39

Values from the calculation:
**Net charge**: 0
**Relative energy (zero: lowest compared OMol25 entry of this formula, charge and spin)**: 299.3 kJ/mol
**Maximum force**: 3.879 eV Å⁻¹
**SMILES**: COC(=O)N(C)O
**HOMO level**: -9.3 eV
**Calculated total energy**: -10855.2659 eV